A molecular structure, C25H32MnN10OPS3. Source: the OMol25 dataset; level of theory: ωB97M-V/def2-TZVPD.

Geometry as XYZ:
```
73
Properties=species:S:1:pos:R:3:forces:R:3:mulliken_charge:R:1
Mn -0.149751 0.470293 1.074715 -0.606 -0.359 0.081 0.259
S 0.702378 -3.007579 -0.150630 0.130 0.429 -0.449 -0.110
C 0.483719 -2.688978 1.580002 -0.275 -0.353 1.169 0.700
C 0.721650 -3.837990 2.415424 0.071 0.016 -1.566 -0.824
C 0.409327 -3.815387 3.744794 0.054 0.594 0.378 -0.378
C -0.151924 -2.618439 4.255259 -0.072 -0.697 0.530 -0.780
C -0.348208 -1.560032 3.416184 0.233 0.776 -0.955 -0.279
N 0.042497 -1.542127 2.090556 -0.032 -0.038 0.211 0.206
H 1.122915 -4.739514 1.930972 -0.195 0.414 0.316 0.378
H 0.604954 -4.690918 4.384403 -0.191 0.579 -0.386 0.392
H -0.448950 -2.549618 5.310166 0.076 0.012 -0.609 0.415
H -0.870512 -0.641090 3.695189 0.287 -0.341 0.124 0.384
S -1.246491 0.566593 -3.633156 0.674 -0.805 0.829 -0.319
P -0.605813 -1.210733 -3.060338 -1.068 0.559 -0.382 1.077
S 0.421841 -1.125571 -1.091127 0.118 0.261 0.607 -0.175
C 0.578584 -1.902503 -4.216758 0.480 0.153 0.411 0.447
C 0.099494 -2.121209 -5.508596 0.376 -0.168 -0.101 -0.639
C 0.986362 -2.622657 -6.458014 -0.195 -0.186 -0.516 -0.570
C 2.334182 -2.871695 -6.150711 -0.627 -0.208 -0.081 -0.489
C 2.774283 -2.648928 -4.856745 0.121 0.328 -0.024 -0.663
C 1.912567 -2.131240 -3.894784 -0.082 -0.168 0.117 -0.207
C -1.931713 -2.428950 -2.913242 -0.076 0.236 -0.051 0.592
C -3.246756 -1.936268 -2.889998 0.064 -1.522 0.199 -0.523
C -4.320199 -2.845793 -2.816623 0.035 0.405 0.173 -0.545
C -4.089433 -4.225058 -2.777416 0.969 0.666 -0.103 -0.585
C -2.761020 -4.666152 -2.863932 0.272 -0.762 -0.087 -0.526
C -1.662985 -3.803809 -2.924950 -1.519 0.347 0.445 -0.526
H -0.937538 -1.874575 -5.743275 0.302 -0.235 -0.101 0.392
H 0.605821 -2.858309 -7.461074 0.253 0.253 0.436 0.359
H 3.009788 -3.274756 -6.914652 -0.331 0.223 0.365 0.381
H 3.804280 -2.831319 -4.597647 0.153 -0.047 0.038 0.418
H 2.276092 -1.901514 -2.891681 -0.050 -0.168 -0.306 0.382
H -3.387521 -0.874091 -2.905486 -0.260 0.304 -0.051 0.371
H -5.338014 -2.445296 -2.762134 0.384 -0.226 -0.043 0.375
H -4.886848 -4.953080 -2.658939 0.046 0.242 -0.174 0.420
H -2.552080 -5.743357 -2.906151 -0.193 0.452 0.176 0.369
H -0.669641 -4.204218 -2.887776 0.388 -0.055 -0.275 0.427
C 1.542927 3.007785 1.641463 0.768 -0.378 -0.254 -0.926
N 2.245835 3.963190 2.465060 -0.526 -0.025 0.379 0.164
C 3.341851 3.280899 3.144772 -0.476 -0.532 0.551 -0.693
N 2.872171 2.132891 3.980373 -0.522 0.493 -0.434 -0.011
C 2.145708 1.211493 3.104216 0.241 -0.225 0.671 -0.740
N 1.004636 1.860951 2.421026 0.155 -0.393 -0.600 1.524
C 0.113304 2.418415 3.447977 -1.094 -0.697 0.983 -0.721
N 0.772274 3.363406 4.340031 0.828 0.096 -0.436 0.109
C 1.293063 4.461666 3.483743 -0.059 -0.807 -0.144 -0.571
C 1.928615 2.693761 4.981730 0.158 -0.282 -0.216 -0.689
H 2.216864 2.582085 0.879113 0.000 0.232 0.260 0.132
H 0.737316 3.482987 1.110551 -0.314 0.318 0.142 0.157
H 3.839226 3.979121 3.817012 0.196 0.019 -0.199 0.368
H 4.000981 2.895777 2.379711 0.474 -0.040 -0.055 0.373
H 1.770348 0.358015 3.706333 0.144 0.440 -0.353 0.177
H 2.831250 0.839859 2.339374 0.017 -0.078 0.025 0.279
H -0.309008 1.569511 4.034045 0.333 0.582 -0.310 -0.016
H -0.739913 2.881321 2.944001 0.137 0.085 0.086 0.231
H 1.825700 5.178258 4.092390 -0.133 0.329 0.200 0.358
H 0.428087 4.886090 2.966472 0.221 0.300 0.137 0.350
H 1.577629 1.890165 5.651286 0.046 0.263 -0.333 0.320
H 2.514631 3.405915 5.575311 -0.393 0.000 -0.038 0.341
N -2.208703 4.413330 -2.169408 0.526 -1.233 1.015 -0.575
N -1.127693 3.694707 -1.577313 1.594 -0.417 -0.380 0.820
N 0.142737 3.665556 -2.172279 -2.266 -0.829 1.563 -0.776
C 0.712183 2.680334 -1.468273 -1.389 0.083 -0.218 -0.447
N -0.123153 2.163559 -0.520323 -0.682 0.310 -0.120 0.536
N -1.289212 2.828289 -0.590708 1.436 0.879 -1.760 -0.340
H -1.858013 5.245529 -2.605616 0.415 0.353 -0.045 0.297
H -2.916827 4.621619 -1.458736 0.519 -0.148 -0.142 0.292
H 1.677258 2.246369 -1.734909 -0.319 0.409 0.335 0.438
C -2.879555 0.850418 1.153835 -0.511 -0.263 -0.875 -0.542
O -1.860016 0.537913 2.030389 1.514 -0.105 -0.434 -0.496
H -3.393680 1.734692 1.507678 -0.639 0.259 0.075 0.291
H -3.583558 0.005144 1.003809 0.068 0.373 0.260 0.293
H -2.530603 1.124848 0.134037 -0.179 -0.282 0.313 0.084
```
Positions in Å, forces in eV/Å.

Output
- E_tot (hartree) = -4281.27268
- charge = +1
- 2S+1 = 4


A molecular structure, C25H32MoN7O4S. Source: the OMol25 dataset; level of theory: ωB97M-V/def2-TZVPD.

Geometry as XYZ:
```
70
Properties=species:S:1:pos:R:3:forces:R:3:mulliken_charge:R:1
Mo 0.335789 -0.825243 1.284456 1.295 0.357 2.113 -0.897
C 4.275305 1.348933 1.260920 -0.950 -0.217 -1.008 -1.741
C 2.800516 0.995413 1.112238 1.091 -3.241 0.531 0.566
N 2.372932 -0.255893 0.856348 -0.955 3.820 -1.107 1.059
C 3.011863 -1.053017 -0.162735 2.826 -0.679 0.350 -0.884
C 2.164729 -2.159680 -0.768919 0.128 -0.279 -0.827 -0.970
N 1.007758 -2.510276 0.047083 -0.859 -1.114 0.723 0.205
C 1.280401 -3.748420 0.880016 -0.485 1.375 0.679 -0.718
C 0.105410 -3.944902 1.856425 -0.065 -0.436 -0.095 -1.099
N -0.426908 -2.616158 2.331419 -0.451 0.546 1.027 -0.054
C -1.922867 -2.543255 2.602922 0.290 -0.929 -0.856 -1.363
C -2.359691 -1.126623 2.926474 -1.827 0.185 -0.056 -0.785
N -1.476510 -0.149555 2.329570 0.761 2.891 0.564 0.613
C -1.629213 1.159206 2.579777 0.087 -2.574 0.118 0.550
C -2.854934 1.793881 3.177986 -0.625 -0.036 -0.417 -1.856
C -0.423818 1.951219 2.390420 1.467 1.669 -0.363 0.610
C -0.318779 3.342100 2.712757 -0.388 -1.696 0.128 -1.205
C 0.869209 4.006408 2.495583 0.179 -0.315 -0.109 -0.909
C 1.943625 3.306634 1.976495 0.081 -1.780 -0.532 -1.079
C 1.799746 1.929750 1.589095 -1.262 0.939 2.308 0.871
N 0.657364 1.283903 1.905619 -1.411 0.657 -0.995 0.660
H 4.929867 0.601696 0.821736 -0.057 -0.006 0.020 0.460
H 4.540272 1.491295 2.308817 -0.326 -0.227 0.171 0.334
H 4.439133 2.294316 0.777139 0.308 0.501 -0.351 0.484
H 3.923862 -1.517536 0.287525 -0.462 0.287 -0.312 0.624
H 3.351120 -0.387578 -0.972022 -0.106 -0.250 0.338 0.517
H 2.802130 -3.068038 -0.908387 -0.480 0.742 -0.089 0.432
H 1.812713 -1.825346 -1.753560 0.004 -0.147 0.261 0.102
H 0.117401 -2.726311 -0.519682 0.489 0.363 0.484 0.461
H 2.173147 -3.568005 1.464113 0.372 0.199 0.055 0.531
H 1.474881 -4.611773 0.252444 -0.298 -0.145 -0.159 0.457
H 0.439408 -4.544298 2.736648 -0.353 0.396 -0.689 0.409
H -0.687757 -4.470392 1.317363 -0.100 0.210 0.277 0.437
H -0.005085 -2.404339 3.264247 -0.125 -0.431 -1.042 0.557
H -2.171014 -3.224898 3.424484 0.070 0.172 -0.050 0.545
H -2.445653 -2.913409 1.717227 0.279 0.089 -0.055 0.468
H -2.316413 -0.952742 4.016842 -0.303 -0.076 -0.381 0.498
H -3.436685 -0.972916 2.538554 1.515 -0.339 0.793 0.413
H -3.707491 1.085966 3.091091 0.498 0.660 0.168 0.377
H -3.140188 2.764270 2.668787 0.494 -1.175 0.417 0.472
H -2.682847 2.024414 4.244296 -0.060 -0.151 -0.338 0.398
H -1.099336 3.832232 3.278676 -0.259 0.008 -0.423 0.542
H 0.971454 5.053894 2.764155 0.047 -0.217 0.043 0.462
H 2.909682 3.764137 1.981362 0.414 0.207 -0.470 0.480
C -1.132584 1.687610 -7.160271 -0.371 0.298 -1.303 -1.307
C -0.983003 1.381589 -5.734046 0.715 0.882 1.722 1.066
C -1.356011 2.395400 -4.820175 -0.311 -1.222 0.360 -0.899
C -1.228651 2.217442 -3.449451 0.254 0.807 0.237 -0.162
C -0.560759 1.093959 -2.960950 -1.600 0.547 0.980 -0.665
C -0.286076 0.058463 -3.822908 1.190 -0.980 -0.486 0.209
C -0.372536 0.226990 -5.222157 -0.229 0.369 0.491 -1.107
S -0.103849 1.196104 -1.181790 -1.550 -1.387 -1.557 1.657
O 1.331737 1.102816 -1.260817 0.429 0.289 0.781 -0.675
O -0.753570 2.372044 -0.645439 0.544 -0.099 0.106 -0.792
N -0.669329 -0.143147 -0.338878 0.696 0.621 -1.233 0.772
C -2.079900 -0.511052 -0.623364 1.144 0.573 0.077 -0.588
C -2.366734 -2.003285 -0.896680 -3.102 0.856 -1.313 0.241
O -3.514144 -2.041024 -1.404970 1.341 -0.655 0.721 -0.757
O -1.608650 -2.954620 -0.607937 1.321 -0.031 0.509 -0.737
H -1.726272 2.604402 -7.314956 0.295 -0.317 0.166 0.347
H -1.690142 0.895926 -7.671065 0.371 -0.006 -0.126 0.356
H -0.156215 1.859480 -7.636388 -0.285 -0.277 -0.032 0.295
H -1.806744 3.303816 -5.175026 -0.173 0.159 -0.207 0.280
H -1.611831 2.980473 -2.746598 0.489 -0.463 -0.542 0.400
H 0.062135 -0.905476 -3.423130 0.143 0.516 -0.224 0.289
H 0.128956 -0.478787 -5.899311 -0.725 0.015 0.381 0.350
H -2.361690 0.032295 -1.527621 -0.340 -0.158 0.173 0.549
H -2.704897 -0.171721 0.212287 -0.120 -0.092 -0.309 0.261
N 2.454894 -1.053877 4.005340 -0.937 -0.066 -1.016 -0.855
C 1.691336 -1.054885 3.120496 0.324 0.009 0.799 0.440
```
Positions in Å, forces in eV/Å.

Output
- E_tot (hartree) = -2122.23768
- charge = +1
- 2S+1 = 3


2S+1 of number 2 (C25H32MoN7O4S)? 3


Which formula does entry 1 have? C25H32MnN10OPS3


2S+1 of number 2 (C25H32MoN7O4S)? 3


Among the records above, which one has the lowest 2S+1? C25H32MoN7O4S